Entry 1:
A single C6H6N2 molecule in a non-equilibrium geometry. Source: the OMol25 dataset; level of theory: the ωB97M-V functional and the def2-TZVPD basis.

Output
E (Ha): -341.571121
Structure (SMILES): CC/C(C#N)=C/C#N
Maximum force (eV/Å): 14.2
Charge: 0
ΔE to the lowest compared entry with this formula, charge and spin (eV): 4.121

CARTESIAN COORDINATES (ANGSTROEM)
C (1.5602, -0.9445, -0.1247)
C (1.0914, 0.5310, 0.0278)
C (-0.4717, 0.6158, -0.1180)
C (-1.0357, 1.8354, 0.1285)
N (-0.9022, 3.1018, -0.1523)
C (-1.2241, -0.5544, 0.0060)
C (-2.6534, -0.5680, 0.0238)
N (-3.7417, -0.4497, -0.0547)
H (2.6863, -1.0773, 0.2660)
H (1.4613, -1.6319, -0.9825)
H (0.8612, -1.5142, 0.4567)
H (1.5778, 1.4387, -0.5880)
H (1.4937, 0.8089, 1.2051)
H (-0.7031, -1.5915, -0.0937)

Entry 2:
A gas-phase ion, C3H4NO2 (charge +1) in a non-equilibrium geometry. Source: the OMol25 dataset; level of theory: the ωB97M-V functional and the def2-TZVPD basis.

Output
Multiplicity: 3
E (Ha): -321.401745
Maximum force (eV/Å): 6.1
Charge: +1
ΔE to the lowest compared entry with this formula, charge and spin (eV): 2.680

CARTESIAN COORDINATES (ANGSTROEM)
C (0.6651, 0.4262, 1.5248)
C (0.9532, 0.1695, 0.2420)
C (-1.2474, -0.6482, -0.5748)
N (-0.3690, 0.2313, -0.7217)
O (0.3382, 0.6816, 2.5705)
O (-0.4045, 1.1697, -1.5343)
H (1.8262, 0.9355, -0.1230)
H (1.3372, -0.7280, -0.1013)
H (-1.9950, -0.7699, -1.4679)
H (-1.1039, -1.4678, 0.1856)

Entry 3:
5 unconnected molecules or ions with the total composition C5H18NO6 in a non-equilibrium geometry. Source: the OMol25 dataset; level of theory: the ωB97M-V functional and the def2-TZVPD basis.

Output
E (Ha): -707.537324
Maximum force (eV/Å): 3.4
Charge: -1
ΔE to the lowest compared entry with this formula, charge and spin (eV): 2.706

CARTESIAN COORDINATES (ANGSTROEM)
C (-1.9205, 2.1907, 1.5443)
N (-1.2151, 2.0916, 0.3980)
C (1.1582, 2.5303, -1.6014)
C (1.2273, 2.0578, -0.1366)
C (0.0191, 1.3103, 0.4054)
C (-0.1550, 0.0486, -0.4899)
O (-0.0034, -1.1176, 0.2624)
O (-2.8436, 2.9769, 1.6989)
H (-1.5979, 1.5801, 2.3957)
H (-1.5273, 2.5589, -0.4330)
H (0.2510, 2.2507, -2.1301)
H (1.4293, 3.5800, -1.7252)
H (1.9889, 2.0574, -2.1383)
H (1.3764, 2.9800, 0.4671)
H (2.2328, 1.7563, 0.1156)
H (0.2064, 0.9903, 1.4245)
H (-1.1374, 0.0406, -1.0094)
H (0.4809, 0.0349, -1.3928)
H (3.0557, -3.0024, 0.3167)
H (2.2609, -2.1772, 1.1904)
O (2.9449, -2.8620, 1.2680)
H (0.6502, -1.9391, -0.8257)
H (1.0195, -3.2238, -1.3536)
O (1.4403, -2.3518, -1.3848)
H (-3.4461, -2.1982, 0.1399)
H (-2.2430, -1.4504, 0.6310)
O (-3.2136, -1.4338, 0.6666)
H (-0.6369, -2.6737, -0.0596)
H (-0.7783, -3.1585, 1.3209)
O (-1.0238, -3.4467, 0.4349)

Entry 4:
A single Cl3H3Si2 molecule in a non-equilibrium geometry. Source: the OMol25 dataset; level of theory: the ωB97M-V functional and the def2-TZVPD basis.

Output
E (Ha): -1961.445145
Structure (SMILES): Cl[SiH2][SiH](Cl)Cl
Maximum force (eV/Å): 2.3
Charge: 0
ΔE to the lowest compared entry with this formula, charge and spin (eV): 0.997

CARTESIAN COORDINATES (ANGSTROEM)
Cl (-1.4819, 1.7974, -1.2114)
Si (-0.3074, 0.1057, -1.3526)
Si (0.5194, -0.1697, 0.8968)
Cl (2.3649, -0.9364, 1.9844)
Cl (-0.6703, -1.5195, 1.7373)
H (0.7062, 0.3835, -2.4050)
H (-1.3929, -0.8323, -1.0999)
H (0.2621, 1.1714, 1.4504)

Entry 5:
A molecular structure, C54H102FN9O4Si2 in a non-equilibrium geometry. Source: the OMol25 dataset; level of theory: the ωB97M-V functional and the def2-TZVPD basis.

Output
E (Ha): -3590.734522
Maximum force (eV/Å): 18.4
Charge: 0

CARTESIAN COORDINATES (ANGSTROEM)
C (-3.4369, 5.8301, -2.0290)
C (-2.9313, 4.7607, -3.1709)
C (-1.6431, 5.4476, -3.9352)
C (-2.6555, 3.2394, -2.6094)
C (-1.3670, 3.1367, -1.5666)
Si (-0.7992, 1.3183, -1.2901)
C (-1.4064, 0.1398, -2.7114)
C (-0.4070, 0.0804, -4.0096)
C (0.3082, 1.5018, -4.4042)
F (0.6643, 1.4385, -5.8698)
O (0.9928, 1.3703, -1.2605)
C (1.5473, 0.0273, -1.0390)
C (3.0663, 0.2710, -0.3818)
C (3.6549, -1.0905, 0.3208)
C (3.9897, 0.8540, -1.6174)
C (4.2818, 2.4909, -1.4419)
C (5.8852, 2.8464, -1.6318)
C (3.3466, 3.4070, -2.4660)
O (-1.2816, 0.6011, 0.2354)
Si (-2.8563, 1.1437, 0.7813)
C (-2.6248, 1.6619, 2.6567)
C (-3.2151, 3.1518, 3.0001)
C (-4.8029, 2.9191, 3.4699)
O (-5.0297, 2.4591, 4.7065)
O (-5.8208, 3.1999, 2.4436)
H (-2.5757, 5.9164, -1.2149)
H (-4.4225, 5.4005, -1.5564)
H (-3.5949, 6.8819, -2.5218)
H (-3.7829, 4.6548, -4.0005)
H (-1.9785, 6.2102, -4.7793)
H (-1.0577, 6.0687, -3.1033)
H (-0.8855, 4.6319, -4.3244)
H (-2.5024, 2.5555, -3.5755)
H (-3.6673, 2.8995, -2.0788)
H (-0.4670, 3.6965, -2.1078)
H (-1.5488, 3.7475, -0.5629)
H (-2.5263, 0.3649, -3.0552)
H (-1.4467, -0.9670, -2.2713)
H (-1.0884, -0.2200, -4.9422)
H (0.3457, -0.8242, -3.8760)
H (-0.3528, 2.4544, -4.2449)
H (1.3507, 1.5991, -3.8453)
H (0.9458, -0.6475, -0.2966)
H (1.6428, -0.5076, -2.0752)
H (2.9363, 1.1185, 0.4476)
H (4.6036, -1.4880, -0.2402)
H (3.8668, -0.8383, 1.4607)
H (2.7571, -1.8704, 0.3361)
H (3.3673, 0.7612, -2.6135)
H (4.9855, 0.2454, -1.7739)
H (3.9963, 2.8540, -0.3415)
H (6.1543, 2.5455, -2.7411)
H (5.9828, 4.0167, -1.5416)
H (6.5129, 2.2736, -0.8210)
H (3.7792, 4.4997, -2.5502)
H (2.2518, 3.5240, -2.0273)
H (3.2583, 2.9537, -3.5436)
H (-3.8251, 0.0180, 0.8263)
H (-3.4833, 2.1749, -0.0307)
H (-1.4518, 1.6857, 2.8769)
H (-3.0749, 0.8713, 3.3935)
H (-3.1476, 3.8606, 2.0699)
H (-2.6390, 3.6508, 3.9172)
H (-5.3091, 3.4204, 1.5985)
C (-1.1846, -4.3116, 0.3337)
C (-0.7818, -3.9053, 1.7477)
C (-1.8085, -2.9912, 2.4194)
C (-1.9617, -1.7117, 1.6134)
N (-2.0888, -0.6501, 0.9447)
H (-1.2582, -3.4446, -0.3305)
H (-0.4369, -4.9862, -0.0954)
H (-2.1508, -4.8290, 0.3343)
H (0.1931, -3.4042, 1.7085)
H (-0.6554, -4.8086, 2.3546)
H (-1.4810, -2.7400, 3.4338)
H (-2.7806, -3.4911, 2.4905)
C (-3.6904, -4.6438, -2.9756)
C (-4.5222, -5.9022, -3.2017)
C (-5.0526, -6.5067, -1.9001)
C (-3.8888, -6.8954, -1.0029)
N (-2.9233, -7.2180, -0.2586)
H (-2.7939, -4.8528, -2.3833)
H (-3.3572, -4.2313, -3.9333)
H (-4.2748, -3.8748, -2.4577)
H (-3.9099, -6.6413, -3.7328)
H (-5.3680, -5.6568, -3.8533)
H (-5.6526, -7.3968, -2.1165)
H (-5.6893, -5.7877, -1.3733)
C (7.6907, 2.2965, 2.2925)
C (6.8264, 2.0485, 3.5247)
C (5.4110, 1.5846, 3.1751)
C (4.7119, 2.6495, 2.3459)
N (4.1318, 3.5329, 1.6579)
H (7.2840, 3.0984, 1.6683)
H (8.6999, 2.5979, 2.5907)
H (7.7716, 1.3904, 1.6812)
H (6.7801, 2.9707, 4.1168)
H (7.3082, 1.2885, 4.1496)
H (4.8368, 1.4076, 4.0907)
H (5.4420, 0.6484, 2.6074)
C (-2.1996, -8.6005, 3.1812)
C (-3.0315, -9.8589, 2.9551)
C (-3.5618, -10.4634, 4.2567)
C (-2.3980, -10.8522, 5.1538)
N (-1.4326, -11.1747, 5.8982)
H (-1.3032, -8.8095, 3.7735)
H (-1.8665, -8.1881, 2.2235)
H (-2.7841, -7.8315, 3.6991)
H (-2.4192, -10.5980, 2.4240)
H (-3.8773, -9.6136, 2.3035)
H (-4.1619, -11.3535, 4.0403)
H (-4.1986, -9.7444, 4.7835)
C (-10.5163, -6.3156, -2.5250)
C (-9.9806, -7.5983, -3.1530)
C (-8.4548, -7.6960, -3.0971)
C (-7.8378, -6.5341, -3.8586)
N (-7.3258, -5.5702, -4.4902)
H (-10.1635, -5.4268, -3.0577)
H (-11.6103, -6.3026, -2.5619)
H (-10.2091, -6.2342, -1.4761)
H (-10.3189, -7.6511, -4.1951)
H (-10.4138, -8.4580, -2.6299)
H (-8.1219, -8.6375, -3.5465)
H (-8.1054, -7.6729, -2.0592)
C (9.5375, 4.2414, 6.7418)
C (9.8833, 2.8863, 7.3506)
C (10.8430, 2.0711, 6.4815)
C (10.2075, 1.8034, 5.1269)
N (9.6803, 1.5813, 4.0032)
H (9.0184, 4.1338, 5.7841)
H (8.8735, 4.7996, 7.4095)
H (10.4406, 4.8407, 6.5795)
H (8.9561, 2.3224, 7.5106)
H (10.3379, 3.0443, 8.3347)
H (11.0702, 1.1161, 6.9670)
H (11.7849, 2.6113, 6.3374)
C (-7.1089, -2.6351, 3.7847)
C (-6.7631, -3.9902, 4.3934)
C (-5.8033, -4.8054, 3.5244)
C (-6.4389, -5.0731, 2.1698)
N (-6.9660, -5.2952, 1.0460)
H (-7.6280, -2.7427, 2.8270)
H (-7.7729, -2.0769, 4.4523)
H (-6.2057, -2.0358, 3.6223)
H (-7.6902, -4.5541, 4.5534)
H (-6.3084, -3.8322, 5.3776)
H (-5.5761, -5.7604, 4.0098)
H (-4.8614, -4.2652, 3.3802)
C (10.4875, 1.8265, -3.0317)
C (10.8903, 2.2328, -1.6177)
C (9.8636, 3.1469, -0.9460)
C (9.7105, 4.4264, -1.7521)
N (9.5833, 5.4880, -2.4207)
H (10.4139, 2.6935, -3.6959)
H (11.2352, 1.1519, -3.4608)
H (9.5213, 1.3091, -3.0311)
H (11.8653, 2.7339, -1.6569)
H (11.0167, 1.3295, -1.0108)
H (10.1911, 3.3980, 0.0683)
H (8.8916, 2.6470, -0.8750)
C (-1.0662, 11.4389, -4.5845)
C (-1.8980, 10.1805, -4.8105)
C (-2.4284, 9.5761, -3.5089)
C (-1.2646, 9.1873, -2.6118)
N (-0.2992, 8.8647, -1.8675)
H (-0.1697, 11.2299, -3.9921)
H (-0.7331, 11.8514, -5.5422)
H (-1.6507, 12.2079, -4.0665)
H (-1.2857, 9.4414, -5.3416)
H (-2.7439, 10.4259, -5.4621)
H (-3.0284, 8.6859, -3.7253)
H (-3.0651, 10.2950, -2.9822)

Question: Which formula does entry 3 have?
Answer: C5H18NO6

What did the first record say?
A single C6H6N2 molecule in a non-equilibrium geometry. Source: the OMol25 dataset; level of theory: the ωB97M-V functional and the def2-TZVPD basis.

Output
E (Ha): -341.571121
Structure (SMILES): CC/C(C#N)=C/C#N
Maximum force (eV/Å): 14.2
Charge: 0
ΔE to the lowest compared entry with this formula, charge and spin (eV): 4.121

CARTESIAN COORDINATES (ANGSTROEM)
C (1.5602, -0.9445, -0.1247)
C (1.0914, 0.5310, 0.0278)
C (-0.4717, 0.6158, -0.1180)
C (-1.0357, 1.8354, 0.1285)
N (-0.9022, 3.1018, -0.1523)
C (-1.2241, -0.5544, 0.0060)
C (-2.6534, -0.5680, 0.0238)
N (-3.7417, -0.4497, -0.0547)
H (2.6863, -1.0773, 0.2660)
H (1.4613, -1.6319, -0.9825)
H (0.8612, -1.5142, 0.4567)
H (1.5778, 1.4387, -0.5880)
H (1.4937, 0.8089, 1.2051)
H (-0.7031, -1.5915, -0.0937)

Question: What is the formula in the first record?
Answer: C6H6N2

What did the third record say?
5 unconnected molecules or ions with the total composition C5H18NO6 in a non-equilibrium geometry. Source: the OMol25 dataset; level of theory: the ωB97M-V functional and the def2-TZVPD basis.

Output
E (Ha): -707.537324
Maximum force (eV/Å): 3.4
Charge: -1
ΔE to the lowest compared entry with this formula, charge and spin (eV): 2.706

CARTESIAN COORDINATES (ANGSTROEM)
C (-1.9205, 2.1907, 1.5443)
N (-1.2151, 2.0916, 0.3980)
C (1.1582, 2.5303, -1.6014)
C (1.2273, 2.0578, -0.1366)
C (0.0191, 1.3103, 0.4054)
C (-0.1550, 0.0486, -0.4899)
O (-0.0034, -1.1176, 0.2624)
O (-2.8436, 2.9769, 1.6989)
H (-1.5979, 1.5801, 2.3957)
H (-1.5273, 2.5589, -0.4330)
H (0.2510, 2.2507, -2.1301)
H (1.4293, 3.5800, -1.7252)
H (1.9889, 2.0574, -2.1383)
H (1.3764, 2.9800, 0.4671)
H (2.2328, 1.7563, 0.1156)
H (0.2064, 0.9903, 1.4245)
H (-1.1374, 0.0406, -1.0094)
H (0.4809, 0.0349, -1.3928)
H (3.0557, -3.0024, 0.3167)
H (2.2609, -2.1772, 1.1904)
O (2.9449, -2.8620, 1.2680)
H (0.6502, -1.9391, -0.8257)
H (1.0195, -3.2238, -1.3536)
O (1.4403, -2.3518, -1.3848)
H (-3.4461, -2.1982, 0.1399)
H (-2.2430, -1.4504, 0.6310)
O (-3.2136, -1.4338, 0.6666)
H (-0.6369, -2.6737, -0.0596)
H (-0.7783, -3.1585, 1.3209)
O (-1.0238, -3.4467, 0.4349)